DFT (ωB97M-V/def2-TZVPD) results for a molecular structure, C5H8O2.

Last column: natural (NBO) charge in e.
Positions of all 15 atoms, in Å:
C: 1.234 1.024 0.799  -0.6085
C: 0.270 0.071 0.153  -0.1316
C: -1.103 0.189 0.736  -0.0574
O: -1.575 -1.015 0.100  -0.5327
C: -0.208 -1.381 -0.147  0.0665
C: 0.284 -0.516 -1.240  0.0755
O: -0.492 -0.132 -2.324  -0.6940
H: 1.548 0.739 1.806  0.2161
H: 2.105 1.282 0.194  0.2230
H: 0.623 1.935 0.917  0.2142
H: -1.627 1.141 0.590  0.1750
H: -1.035 -0.023 1.814  0.1748
H: 0.089 -2.374 0.179  0.2054
H: 1.296 -0.768 -1.558  0.1958
H: -1.409 -0.172 -2.019  0.4780

Properties
- DFT total energy (a.u.) = -345.69128
- maximum force (eV/Å) = 0.654
- total charge = 0
- LUMO level (eV) = 0.91

DFT (ωB97M-V/def2-TZVPD) results for a single C5H8O2 molecule.

Last column: natural (NBO) charge in e.
Positions of all 15 atoms, in Å:
O: 0.635 -1.635 1.193  -0.7268
C: 0.708 -1.448 -0.201  -0.0627
C: -0.554 -0.828 -0.798  -0.4371
C: -0.823 0.596 -0.315  0.0208
O: -1.122 0.516 1.085  -0.7179
C: 0.321 1.525 -0.403  -0.0482
C: 1.110 2.285 0.100  -0.2232
H: 0.280 -0.816 1.571  0.4850
H: 0.858 -2.443 -0.637  0.1816
H: 1.573 -0.820 -0.475  0.1605
H: -1.424 -1.408 -0.480  0.2250
H: -0.505 -0.859 -1.896  0.2208
H: -1.684 1.015 -0.854  0.1981
H: -1.131 1.427 1.414  0.4825
H: 1.756 2.891 0.695  0.2417

Properties
- DFT total energy (a.u.) = -345.70402
- maximum force (eV/Å) = 0.852
- total charge = 0
- LUMO level (eV) = 0.71
- structure (SMILES) = C#C[C@H](O)CCO

DFT (ωB97M-V/def2-TZVPD) results for a single C5H8O2 molecule.

Last column: natural (NBO) charge in e.
Positions of all 15 atoms, in Å:
C: -2.112 -0.024 -0.868  -0.6041
C: -1.108 -0.411 0.214  -0.3916
C: 0.210 0.337 0.048  -0.5462
C: 1.198 0.000 1.124  0.8220
O: 0.982 -0.426 2.212  -0.5026
C: 3.002 -0.089 -0.356  0.0994
O: 2.565 0.315 0.813  -0.5091
H: -2.350 1.045 -0.829  0.2026
H: -3.047 -0.580 -0.749  0.2164
H: -1.720 -0.239 -1.869  0.2053
H: -0.912 -1.489 0.172  0.2089
H: -1.515 -0.209 1.211  0.2150
H: 0.674 0.142 -0.923  0.2596
H: 0.056 1.424 0.116  0.2402
H: 4.078 0.205 -0.315  0.0842

Properties
- DFT total energy (a.u.) = -345.69283
- maximum force (eV/Å) = 0.566
- total charge = 0
- LUMO level (eV) = 0.19

DFT (ωB97M-V/def2-TZVPD) results for a single C5H8O2 molecule.

Last column: natural (NBO) charge in e.
Positions of all 15 atoms, in Å:
C: 0.356 -0.979 -0.567  -0.4708
C: -0.205 0.086 0.345  0.2267
C: 0.332 0.796 1.530  -0.4426
C: -0.932 -0.043 1.627  -0.4400
O: -0.743 0.862 -0.708  -0.5142
C: -0.234 -0.015 -1.706  0.3784
O: 0.781 0.482 -2.505  -0.6942
H: 1.461 -1.044 -0.518  0.2010
H: 1.592 0.232 -2.052  0.4668
H: -0.019 -1.994 -0.397  0.2280
H: 1.241 0.456 2.017  0.2152
H: 0.198 1.874 1.491  0.2314
H: -0.871 -0.993 2.153  0.2154
H: -1.887 0.468 1.691  0.2289
H: -1.069 -0.191 -2.401  0.1700

Properties
- DFT total energy (a.u.) = -345.71909
- maximum force (eV/Å) = 0.954
- total charge = 0
- LUMO level (eV) = 0.97
- structure (SMILES) = O[C@H]1CC2(CC2)O1

DFT (ωB97M-V/def2-TZVPD) results for a single C5H8O2 molecule at a distorted geometry.

Last column: natural (NBO) charge in e.
Positions of all 15 atoms, in Å:
C: -0.254 1.105 -1.363  -0.6170
C: -0.364 0.585 0.040  -0.2484
C: -1.016 -0.773 0.221  0.0342
O: -0.119 -1.867 -0.010  -0.4854
C: 0.004 -1.147 1.199  0.0069
C: 0.877 0.067 0.842  0.0892
O: 2.028 -0.187 0.091  -0.6987
H: -1.267 1.349 -1.702  0.2135
H: 0.126 0.298 -1.997  0.2081
H: 0.394 1.980 -1.455  0.2190
H: -0.893 1.263 0.723  0.2109
H: -2.066 -1.048 0.217  0.1964
H: -0.440 -1.491 2.122  0.2026
H: 1.198 0.678 1.685  0.1897
H: 1.793 -0.811 -0.613  0.4789

Properties
- DFT total energy (a.u.) = -345.70297
- maximum force (eV/Å) = 1.397
- total charge = 0
- LUMO level (eV) = 1.00
- structure (SMILES) = C[C@@H]1[C@H](O)[C@@H]2O[C@H]12

DFT (ωB97M-V/def2-TZVPD) results for a single C5H8O2S molecule at a distorted geometry.

Last column: natural (NBO) charge in e.
Positions of all 16 atoms, in Å:
C: 0.672 -1.870 0.097  -0.0962
C: -0.320 -0.910 0.775  0.0197
C: -0.525 0.819 -0.838  0.0210
C: 0.311 -0.030 1.811  -0.2270
C: 1.407 -0.336 2.489  -0.3877
H: 2.032 -0.573 -0.099  0.4636
H: 0.149 -2.592 -0.526  0.2041
H: 1.133 -2.401 0.936  0.1735
H: -1.074 -1.596 1.281  0.2294
H: 0.536 0.677 -0.798  0.1690
H: -0.325 0.817 2.102  0.2273
H: 2.148 -1.027 2.075  0.1904
H: 1.759 0.280 3.325  0.2180
O: 1.650 -1.245 -0.699  -0.6966
O: -1.187 -0.090 -0.132  -0.4842
S: -1.208 1.941 -1.728  -0.0244

Properties
- DFT total energy (a.u.) = -743.90975
- maximum force (eV/Å) = 1.639
- total charge = 0
- LUMO level (eV) = 0.37
- structure (SMILES) = C=C[C@H](CO)OC=S

DFT (ωB97M-V/def2-TZVPD) results for a molecular structure, C5H8O2S at a distorted geometry.

Last column: natural (NBO) charge in e.
Positions of all 16 atoms, in Å:
C: 1.996 -0.877 1.009  -0.6101
C: 1.393 -0.536 -0.287  -0.3919
C: 1.670 0.835 -0.731  -0.0930
C: -0.183 -0.771 -0.211  0.5193
C: -1.130 0.058 0.587  -0.3802
H: 3.043 -0.128 0.942  0.2446
H: 2.115 -2.251 0.904  0.2365
H: 1.234 -0.622 2.082  0.2217
H: 1.889 -1.373 -0.948  0.2584
H: 2.628 1.141 -1.238  0.1778
H: 1.146 1.107 -1.665  0.1585
H: 0.890 2.478 -0.613  0.4823
H: -0.819 0.421 1.498  0.2109
O: 1.338 1.810 0.192  -0.7042
O: -0.505 -1.820 -0.689  -0.4955
S: -2.579 0.441 0.051  0.1648

Properties
- DFT total energy (a.u.) = -743.77938
- maximum force (eV/Å) = 5.735
- total charge = 0
- LUMO level (eV) = -0.98

DFT (ωB97M-V/def2-TZVPD) results for a single C5H8O2S molecule at a distorted geometry.

Last column: natural (NBO) charge in e.
Positions of all 16 atoms, in Å:
C: -2.342 -0.353 -1.007  -0.6304
C: -1.589 0.486 -0.029  0.0581
C: -0.123 0.371 -0.145  -0.2577
C: 0.844 1.293 -0.272  0.1359
C: 2.253 -0.359 0.335  -0.1972
H: -2.170 -0.213 -2.083  0.2327
H: -2.086 -1.367 -0.684  0.1976
H: -3.399 -0.248 -0.774  0.2233
H: -1.700 1.567 -0.236  0.1873
H: -2.270 -0.611 1.478  0.4646
H: 0.748 2.317 -0.468  0.1999
H: 2.261 -0.288 1.450  0.1804
H: 3.190 -0.725 -0.053  0.2174
O: -2.114 0.355 1.288  -0.6994
O: 2.130 0.940 -0.237  -0.4810
S: 0.690 -1.214 -0.021  0.1686

Properties
- DFT total energy (a.u.) = -743.93046
- maximum force (eV/Å) = 2.704
- total charge = 0
- LUMO level (eV) = 0.77
- structure (SMILES) = C[C@@H](O)C1=COCS1

DFT (ωB97M-V/def2-TZVPD) results for a single C5H8O2S2 molecule at a distorted geometry.

Last column: natural (NBO) charge in e.
Positions of all 17 atoms, in Å:
C: -0.479 0.465 0.046  -0.2809
C: -1.326 1.443 0.044  -0.2172
C: 2.162 -0.981 0.159  -0.6594
C: 0.987 -1.457 0.979  -0.5635
C: -2.847 1.302 -0.312  -0.6150
O: 3.007 1.307 -0.770  -0.8062
O: -0.201 -1.575 -1.461  -0.9449
S: 2.451 0.770 0.498  0.9904
S: -0.591 -1.198 -0.043  1.2308
H: -0.814 2.405 -0.110  0.2300
H: 3.171 -1.322 0.254  0.2455
H: 1.873 -1.216 -0.800  0.2726
H: 0.896 -2.578 0.967  0.2330
H: 1.037 -1.043 1.935  0.2265
H: -2.852 1.603 -1.335  0.2288
H: -3.493 1.822 0.274  0.2201
H: -2.983 0.254 -0.326  0.2096

Properties
- DFT total energy (a.u.) = -1141.96313
- maximum force (eV/Å) = 4.443
- total charge = 0
- LUMO level (spin up / spin down) (eV) = -0.99 / -0.76

DFT (ωB97M-V/def2-TZVPD) results for a single C5H8O3 molecule.

Last column: natural (NBO) charge in e.
Positions of all 16 atoms, in Å:
C: 0.436 0.394 1.098  0.3636
C: 0.301 1.822 0.878  -0.7376
C: 0.817 -0.537 0.018  0.3770
C: -0.677 -0.783 -0.522  0.2691
C: -1.015 -0.269 -1.708  -0.4835
O: 1.239 -1.787 0.605  -0.7404
O: -1.462 -1.556 0.282  -0.6834
O: 1.638 0.002 -0.836  -0.8173
H: 1.993 -2.028 0.051  0.4947
H: -2.330 -1.675 -0.126  0.4802
H: 0.323 0.004 2.110  0.2068
H: -0.534 2.254 1.438  0.2496
H: 1.212 2.266 1.316  0.2954
H: 0.299 2.068 -0.182  0.2762
H: -1.957 -0.506 -2.190  0.1966
H: -0.284 0.328 -2.233  0.2531

Properties
- DFT total energy (a.u.) = -420.88188
- maximum force (eV/Å) = 0.549
- total charge = 0
- LUMO level (spin up / spin down) (eV) = -1.81 / -1.81

DFT (ωB97M-V/def2-TZVPD) results for a single C5H8O3 molecule at a distorted geometry.

Last column: natural (NBO) charge in e.
Positions of all 16 atoms, in Å:
C: 1.383 -0.632 -0.764  -0.0847
C: 0.689 0.669 -0.904  -0.2591
C: 0.179 1.417 0.287  0.1672
C: -0.848 0.790 -0.779  -0.4160
C: -1.668 -0.310 -0.355  0.4425
H: 0.249 -1.737 0.269  0.5107
H: 1.115 -1.294 -1.623  0.1742
H: 2.485 -0.432 -0.974  0.1941
H: 0.998 1.380 -1.637  0.2365
H: 0.363 2.513 0.188  0.2010
H: 0.668 0.095 1.483  0.4989
H: -1.370 1.374 -1.471  0.2293
H: -2.734 -0.159 -0.861  0.1148
O: 1.162 -1.334 0.451  -0.7403
O: 0.251 0.924 1.598  -0.6783
O: -1.436 -1.259 0.416  -0.5906

Properties
- DFT total energy (a.u.) = -420.96095
- maximum force (eV/Å) = 2.955
- total charge = 0
- LUMO level (eV) = 0.63
- structure (SMILES) = O=C[C@H]1[C@@H](O)[C@H]1CO

DFT (ωB97M-V/def2-TZVPD) results for a single C5H8O3 molecule at a distorted geometry.

Last column: natural (NBO) charge in e.
Positions of all 16 atoms, in Å:
C: 1.990 -1.004 -0.259  -0.6414
C: 0.562 -1.060 0.333  -0.1887
C: -0.406 -0.199 0.042  0.2330
C: -1.812 -0.230 0.662  -0.1235
C: 0.297 2.111 -0.335  0.6503
H: 2.798 -1.133 0.509  0.2219
H: 2.208 -0.104 -0.750  0.2122
H: 2.155 -1.875 -0.923  0.2217
H: 0.443 -1.958 0.940  0.2182
H: -2.024 -1.296 0.938  0.1951
H: -1.985 0.388 1.637  0.1977
H: -2.146 0.395 -1.193  0.4738
H: 0.313 2.816 -1.144  0.1413
O: -2.753 -0.084 -0.455  -0.7201
O: -0.180 0.867 -0.834  -0.5574
O: 0.540 2.367 0.835  -0.5341

Properties
- DFT total energy (a.u.) = -420.97343
- maximum force (eV/Å) = 3.948
- total charge = 0
- LUMO level (eV) = 0.79
- structure (SMILES) = C/C=C(/CO)OC=O

Q: What is the DFT total energy in the eighth record?
A: -743.93046 a.u.